No. 1
{
  "formula": "C2H9NO2",
  "method": "ωB97M-V/def2-TZVPD",
  "symbols": ["C", "O", "H", "H", "H", "H", "N", "C", "O", "H", "H", "H", "H", "H"],
  "positions_angstrom": [[-2.114, -1.101, 0.027], [-1.564, -0.873, -1.256], [-2.699, -0.337, 0.330], [-1.264, -1.131, 0.827], [-2.654, -2.078, 0.173], [-0.760, -1.430, -1.435], [1.994, 1.034, -0.564], [1.422, 0.530, 0.665], [-0.028, 0.689, 0.708], [1.488, 1.287, -1.327], [2.868, 1.555, -0.299], [1.805, 1.148, 1.501], [1.712, -0.546, 0.724], [-0.206, 1.252, -0.073]],
  "lowdin_charge": [-0.167, -0.122, 0.039, 0.092, 0.106, 0.107, 0.319, -0.155, -0.001, 0.107, 0.188, 0.179, 0.191, 0.119],
  "gap_ev": [9.8, 4.0],
  "relative_energy_kcal_mol": 68.6,
  "total_charge": 1,
  "homo_ha": [-0.5074, -0.5007],
  "multiplicity": 2
}


No. 2
{
  "formula": "C2H9NO3",
  "method": "ωB97M-V/def2-TZVPD",
  "symbols": ["C", "C", "N", "O", "H", "H", "H", "H", "H", "H", "H", "O", "H", "H", "O"],
  "positions_angstrom": [[-0.703, -2.712, -0.468], [-0.566, -1.356, -0.733], [0.374, -0.711, -1.425], [-0.048, 2.929, 0.693], [-0.009, -3.407, -0.880], [-1.540, -3.050, 0.150], [0.291, 0.443, 1.504], [0.858, -1.408, -1.979], [-1.314, -0.741, -0.307], [1.303, 0.623, -0.570], [1.212, 2.014, 0.233], [1.831, 1.257, 0.017], [-0.485, 3.751, 0.892], [-0.573, 1.668, 1.315], [-0.630, 0.700, 1.559]],
  "lowdin_charge": [0.233, -0.224, 0.208, -0.245, 0.077, 0.100, 0.001, 0.080, 0.087, -0.007, -0.021, -0.116, -0.019, -0.043, -0.111],
  "gap_ev": 3.2,
  "relative_energy_kcal_mol": 189.6,
  "total_charge": 0,
  "homo_ha": -0.3118
}


No. 3
{
  "formula": "C2H9NO3",
  "method": "ωB97M-V/def2-TZVPD",
  "symbols": ["N", "C", "C", "O", "H", "H", "H", "H", "H", "O", "H", "H", "O", "H", "H"],
  "positions_angstrom": [[-0.743, 0.440, 0.512], [0.168, -0.089, -0.557], [-0.169, 0.831, -1.725], [0.563, 0.963, -2.674], [-1.724, 0.236, 0.476], [-0.354, 0.216, 1.416], [0.120, -1.158, -0.738], [1.161, 0.136, -0.164], [-1.219, 1.178, -1.784], [2.044, -1.610, -2.257], [1.607, -1.050, -2.933], [2.437, -0.926, -1.691], [-1.106, -0.030, 4.062], [-0.802, 0.745, 3.616], [-1.982, 0.119, 4.440]],
  "lowdin_charge": [-0.018, -0.214, -0.241, 0.036, 0.060, 0.040, 0.107, 0.115, 0.124, -0.078, 0.036, 0.032, -0.051, 0.008, 0.044],
  "gap_ev": 10.4,
  "relative_energy_kcal_mol": 48.8,
  "total_charge": 0,
  "smiles": "NCC=O.O.O",
  "homo_ha": -0.3571
}


No. 4
{
  "formula": "C2H9NO4",
  "method": "ωB97M-V/def2-TZVPD",
  "symbols": ["H", "O", "N", "H", "H", "H", "C", "H", "H", "C", "O", "O", "H", "O", "H", "H"],
  "positions_angstrom": [[-0.935, 0.091, -0.694], [-1.129, -1.018, -1.082], [-0.273, 1.220, -0.506], [-1.140, -0.861, -2.046], [-0.858, 2.026, -0.367], [0.430, 1.370, -1.211], [0.410, 0.797, 0.751], [0.742, 1.653, 1.337], [-0.261, 0.260, 1.416], [1.640, -0.101, 0.477], [2.707, 0.241, 0.906], [1.392, -1.216, -0.166], [0.435, -1.267, -0.526], [-3.376, -0.031, 0.112], [-2.607, -0.521, -0.242], [-3.078, 0.634, 0.715]],
  "lowdin_charge": [0.022, -0.216, 0.057, 0.063, 0.122, 0.130, -0.102, 0.122, 0.129, -0.555, 0.112, 0.114, 0.086, -0.069, -0.017, 0.002],
  "gap_ev": 10.7,
  "relative_energy_kcal_mol": 21.4,
  "total_charge": 0,
  "homo_ha": -0.3908
}


No. 5
{
  "formula": "C2H9NO4",
  "method": "ωB97M-V/def2-TZVPD",
  "symbols": ["C", "N", "C", "O", "O", "H", "H", "H", "H", "H", "O", "H", "H", "O", "H", "H"],
  "positions_angstrom": [[-0.139, -1.531, -0.880], [-1.463, -1.012, -0.987], [-2.554, -1.807, -1.117], [-3.579, -1.585, -1.716], [-2.577, -2.834, -0.191], [0.242, -2.141, -1.700], [-0.160, -2.178, 0.005], [0.621, -0.777, -0.686], [-1.751, -0.140, -1.421], [-3.487, -3.167, -0.143], [2.229, 7.315, 1.184], [1.280, 7.310, 1.295], [2.702, 6.497, 1.359], [5.759, -0.106, 2.527], [5.736, -0.832, 3.145], [6.541, 0.402, 2.753]],
  "lowdin_charge": [-0.088, 0.012, -0.603, 0.081, 0.069, 0.085, 0.088, 0.085, 0.151, 0.119, -0.060, 0.028, 0.033, -0.055, 0.024, 0.031],
  "gap_ev": 10.7,
  "relative_energy_kcal_mol": 18.4,
  "total_charge": 0,
  "smiles": "CNC(=O)O.O.O",
  "homo_ha": -0.3660
}


No. 6
{
  "formula": "C2H9NO5",
  "method": "ωB97M-V/def2-TZVPD",
  "symbols": ["O", "C", "N", "C", "O", "H", "H", "H", "O", "H", "H", "O", "H", "H", "O", "H", "H"],
  "positions_angstrom": [[0.537, -0.049, -2.081], [-0.229, 0.439, -1.295], [-1.249, -0.239, -0.620], [-1.098, -1.568, -0.257], [-0.100, -2.220, -0.413], [-0.139, 1.488, -0.974], [-1.862, 0.395, -0.069], [-2.025, -1.937, 0.209], [-1.884, 1.703, 1.097], [-0.957, 1.826, 1.361], [-2.341, 1.557, 1.936], [0.991, 1.622, 1.468], [1.598, 0.880, 1.271], [1.551, 2.379, 1.252], [2.459, -0.790, 0.719], [1.974, -1.481, 1.187], [2.082, -0.906, -0.124]],
  "lowdin_charge": [0.070, -0.320, 0.082, -0.308, 0.053, 0.123, 0.093, 0.133, -0.061, 0.018, 0.068, -0.065, 0.020, 0.062, -0.025, 0.059, -0.003],
  "gap_ev": 10.3,
  "relative_energy_kcal_mol": 2.3,
  "total_charge": 0,
  "smiles": "O=CNC=O.O.O.O",
  "homo_ha": -0.3652
}